No. 1
Molecular formula: C4H12
Method: DFT, the ωB97M-V functional and the def2-TZVPD basis

```
! RIJCOSX wB97M-V def2-TZVPD def2/J DEFGRID3
* xyz -1 2
H 1.78821 0.62324 -2.38863
H 0.08124 -2.02436 1.06410
H 0.60191 1.81876 -2.56201
H -2.83462 -1.05748 1.42477
H -0.97208 -2.51659 2.36509
C -0.97186 -2.19081 1.32394
C 1.66386 1.95862 -0.64595
H 1.40402 1.45662 0.28888
H 2.75137 1.98728 -0.68343
C 1.05079 1.17310 -1.79745
C -1.78970 -0.91849 1.13903
H 0.36335 0.38447 -1.50561
H -1.76389 -0.56830 0.10393
H -1.33691 -3.00568 0.69888
H 1.33221 2.99693 -0.58538
H -1.36789 -0.11732 1.75985
*
```

Results
Energy relative to the best compared isomer or geometry (same formula, charge and spin) ... 0.174 eV
Lowest unoccupied orbital energy (spin up / spin down) ... 4.464 / 4.450 eV
⟨S²⟩ ... 0.75
Calculated total energy ... -159.523772 a.u.
Kohn-Sham gap (spin up / spin down) ... 2.933 / 12.378 eV

How positive or negative is each atom? The Mulliken charges in e answer that:
1 H 0.370
2 H 0.549
3 H 0.379
4 H 1.066
5 H 0.627
6 C -2.039
7 C -1.306
8 H 0.426
9 H 0.337
10 C -1.038
11 C -2.813
12 H 0.107
13 H 0.592
14 H 0.667
15 H 0.429
16 H 0.647

=====

No. 2
Molecular formula: C24H26N4O
Method: DFT, the ωB97M-V functional and the def2-TZVPD basis

```
! RIJCOSX wB97M-V def2-TZVPD def2/J DEFGRID3
* xyz 0 1
H 0.93187 1.03044 7.51689
C 0.34342 0.02296 0.59389
H -1.12822 3.72590 -4.92303
C -0.41275 -1.25823 5.41576
C 0.66253 0.57116 6.57717
H -1.76962 1.40695 1.72947
C 0.31358 -0.02015 2.08711
H 0.52473 1.08057 -1.86131
O -0.78741 2.72209 -3.22914
C 1.04611 -0.36208 -4.54692
H -1.50762 4.65578 -3.45239
H -2.80058 3.75499 -1.67657
H 2.08821 -0.90924 -1.53911
H 0.54062 -3.20355 -0.25028
H 1.56964 2.11399 5.38759
N -0.10169 -1.25624 0.03283
H -2.60633 3.35724 -4.00098
H -3.19011 3.09161 0.63806
H -0.22896 -1.35245 -2.44852
H -2.02865 -1.02890 0.70529
C -0.52577 1.11849 0.00461
H -1.90331 -2.38185 2.72310
H 1.37192 0.19726 0.25471
C -0.06298 -0.66379 4.20436
N 1.19325 -1.55585 -3.93858
C -1.24858 -1.79480 0.73851
C 0.65625 0.55886 4.21021
H 1.94193 0.37507 -6.41770
C 1.02239 1.18239 5.39463
N 2.01758 -2.35250 -4.61174
H -0.30706 -1.07790 7.53559
C 0.97281 -2.20160 -0.20805
H 1.33876 1.76183 2.60379
C 1.81851 -0.39620 -5.68533
C 1.64675 -1.90776 -1.55134
H 0.28999 -3.02008 -2.80773
H -0.33969 -3.05777 2.25902
H 0.41229 0.40628 -4.15123
N 0.87636 0.92349 2.91056
C -0.26926 -1.00276 2.83443
H -1.60624 -2.66716 0.18617
C -1.10550 2.44622 -1.93188
C 2.40364 -1.66844 -5.67150
C -0.96737 -2.16201 2.20549
C -1.57697 1.69510 0.70698
C -1.55983 3.66970 -3.92493
C -2.37471 2.64133 0.09112
C -0.04583 -0.63317 6.58634
H -0.95897 -2.18987 5.42951
C 0.62645 -1.98649 -2.69147
H 1.72776 -2.19412 0.59314
H 2.44807 -2.62560 -1.72881
H 3.07667 -2.10522 -6.38254
C -0.29346 1.50590 -1.30251
C -2.15463 3.02018 -1.22277
*
```

Results
Energy relative to the best compared isomer or geometry (same formula, charge and spin) ... 1.803 eV
Lowest unoccupied orbital energy ... 0.705 eV
Calculated total energy ... -1224.407514 a.u.
Structure (SMILES) ... COc1cccc([C@H]2c3[nH]c4ccccc4c3CCN2CCCn2cccn2)c1
Kohn-Sham gap ... 8.536 eV

How positive or negative is each atom? The Mulliken charges in e answer that:
1 H 0.381
2 C 0.770
3 H 0.245
4 C -0.394
5 C -0.482
6 H 0.422
7 C -0.765
8 H 0.582
9 O -0.360
10 C -0.142
11 H 0.360
12 H 0.438
13 H 0.191
14 H 0.608
15 H 0.408
16 N 0.472
17 H 0.398
18 H 0.392
19 H 0.458
20 H 0.482
21 C -0.389
22 H 0.457
23 H 0.880
24 C 0.448
25 N 1.041
26 C -1.258
27 C -0.485
28 H 0.388
29 C -0.855
30 N -1.096
31 H 0.395
32 C -0.992
33 H 0.241
34 C -0.910
35 C -0.583
36 H 0.201
37 H 0.287
38 H 0.514
39 N -0.043
40 C 0.294
41 H 0.458
42 C 0.465
43 C -0.266
44 C -0.548
45 C -0.378
46 C -0.977
47 C -1.239
48 C -0.643
49 H 0.459
50 C -0.740
51 H 0.312
52 H 0.475
53 H 0.451
54 C -0.329
55 C -0.499

=====

No. 3
Molecular formula: C42H35Br2HfN3O8S3
Method: DFT, the ωB97M-V functional and the def2-TZVPD basis

```
! RIJCOSX wB97M-V def2-TZVPD def2/J DEFGRID3
* xyz 0 1
H 1.82699 -5.70274 -0.75636
H 2.88434 5.00988 2.26327
C 2.97381 -3.80441 -0.81811
O -1.64550 -2.63658 -0.23932
C 0.84369 -1.32246 1.20752
C 1.85935 -4.76168 -1.30196
C -3.69570 0.67710 -1.88859
H 2.76603 1.43965 -1.85761
C -0.41943 6.64317 1.13538
H -0.53690 -0.09772 8.19202
H -3.30915 1.24157 4.62344
N -1.81898 1.18675 3.18987
C 0.37075 -3.74383 0.45217
H 0.85224 1.30561 3.40820
C -2.71925 0.47746 4.11100
C 2.18118 -2.52582 -0.51748
H 0.52321 -4.66701 1.00559
H -5.37911 1.87888 -2.45778
C -1.06387 -3.27385 0.74709
C -1.02812 2.27024 3.76544
H 0.94644 3.08576 3.55684
C -0.81365 -0.52924 7.23833
C -4.96282 0.35040 -3.89134
C 4.23311 0.54550 -3.13962
H 2.20689 2.93057 1.41971
H 5.07456 1.07291 -2.70876
C -0.19826 5.29660 0.89685
C 0.61738 -3.90930 -1.06026
S -1.09428 1.97731 -0.52072
C 2.12258 -0.86093 -4.25269
N -2.85928 -0.29903 -2.16963
H 5.09869 -0.76983 -6.47989
H 0.25279 -2.35820 7.57750
H -0.97200 2.12570 4.84007
H -1.34447 7.10301 0.81170
C 2.94918 0.74311 -2.66608
C -4.74798 1.04727 -2.73534
C 0.54424 7.40683 1.78177
C 1.22080 3.22567 1.05271
C -3.05105 -1.00074 -3.32548
H 2.09064 -2.98428 1.65092
H -3.53400 1.20166 -0.95828
O 0.80935 -0.94256 2.35849
C 0.99305 4.69897 1.30273
H -1.96969 1.17083 6.64968
H 2.49022 7.40907 2.68195
C -0.38110 -1.80289 6.89786
O 0.43284 -0.59947 0.19446
C -0.76290 1.77425 1.09772
H 1.95190 -4.97450 -2.36577
C -3.41956 -2.60777 -5.57433
H -5.76873 0.61643 -4.56101
C 5.85524 -0.38477 -4.75820
H 1.29566 -1.42907 -4.65930
C -0.78101 -2.36498 5.69455
H -1.50564 3.23254 3.54923
C 0.36022 2.25094 3.17446
H -0.25656 -4.18743 -1.63817
H 0.37245 8.45987 1.96272
O 5.96588 -0.70603 -6.06657
H 3.72087 -3.63262 -1.59060
C -4.12345 -0.73529 -4.21282
C 4.46948 -0.30779 -4.21391
O 1.07418 -2.58522 -1.44301
C -4.27779 -1.56905 -5.34168
H -3.37825 -0.14317 3.51134
O -1.57658 -3.53011 1.81185
C -2.35150 -2.83422 -4.70442
N 0.22785 2.40539 1.73294
C 1.86976 0.07235 -3.24434
H 1.15846 3.01092 -0.01246
C 1.95157 5.46680 1.95185
C 1.73206 6.81802 2.18443
H 3.57173 -1.76522 -5.52934
C -1.96112 -0.34896 5.12300
S -2.54288 -0.29929 1.10464
H -1.87547 -2.09926 3.88262
Br -1.16459 -4.27106 -5.00835
C -1.67066 0.89131 1.89944
Hf -0.85941 -1.09346 -1.18445
O -1.08897 -2.23213 -2.80447
H 2.73830 -1.60148 -0.64488
C 1.45259 -2.67090 0.82942
C -1.56765 -1.64240 4.81129
H -3.56154 -3.25258 -6.42974
C 3.40376 -1.03601 -4.74330
H -0.94074 4.70420 0.37582
H 3.48155 -4.16668 0.07454
C -2.11233 -2.04247 -3.59094
C -1.60670 0.19055 6.35731
O 6.84103 -0.16321 -4.11215
S 0.21248 0.49565 -2.82951
Br -5.69717 -1.27166 -6.56285
H -0.47562 -3.36941 5.43021
*
```

Results
Energy relative to the best compared isomer or geometry (same formula, charge and spin) ... 0.671 eV
Lowest unoccupied orbital energy ... -0.827 eV
Calculated total energy ... -8778.591421 a.u.
Kohn-Sham gap ... 6.852 eV

How positive or negative is each atom? The Mulliken charges in e answer that:
1 H 0.453
2 H 0.376
3 C -0.999
4 O -0.444
5 C -0.748
6 C -1.112
7 C 0.126
8 H 0.409
9 C -0.792
10 H 0.389
11 H 0.474
12 N 0.346
13 C 0.184
14 H 0.255
15 C -1.738
16 C -0.334
17 H 0.685
18 H 0.427
19 C -0.170
20 C -0.607
21 H 0.572
22 C -0.699
23 C -0.702
24 C -0.951
25 H 0.461
26 H 0.441
27 C -0.118
28 C -0.196
29 S 0.031
30 C -0.377
31 N -0.200
32 H 0.327
33 H 0.395
34 H 0.441
35 H 0.409
36 C -0.322
37 C -1.414
38 C -0.384
39 C -1.425
40 C 0.646
41 H 0.687
42 H 0.456
43 O -0.616
44 C 0.503
45 H 0.457
46 H 0.388
47 C -0.438
48 O 0.655
49 C 0.309
50 H 0.373
51 C -0.439
52 H 0.344
53 C 0.535
54 H 0.468
55 C -0.711
56 H 0.262
57 C -0.906
58 H 0.594
59 H 0.384
60 O -0.483
61 H 0.323
62 C 0.466
63 C 0.666
64 O -0.179
65 C 0.003
66 H 0.702
67 O -0.697
68 C -0.298
69 N 0.577
70 C 0.548
71 H 0.464
72 C -0.263
73 C -0.642
74 H 0.366
75 C 0.587
76 S -0.322
77 H 0.394
78 Br -0.195
79 C -0.169
80 Hf 0.370
81 O 0.563
82 H 0.782
83 C -0.078
84 C -0.062
85 H 0.463
86 C -1.139
87 H 0.371
88 H 0.379
89 C 0.109
90 C -0.244
91 O -0.564
92 S -0.420
93 Br -0.236
94 H 0.436

=====

No. 4
Molecular formula: H10LiO5
Method: DFT, the ωB97M-V functional and the def2-TZVPD basis

```
! RIJCOSX wB97M-V def2-TZVPD def2/J DEFGRID3
* xyz 1 1
H 2.93613 -0.25338 0.11375
H -1.01487 -2.43238 -0.16825
O -1.62887 0.33962 -0.89925
H 2.46413 -1.21437 -0.86425
H 0.98113 2.69062 -0.03225
H -1.54187 -0.28637 -1.59525
O -0.13687 -2.12238 0.09675
Li 0.20513 0.03863 0.10275
H 0.31513 2.33663 -1.48525
H -2.49287 0.76063 -1.06725
H -1.24887 1.14562 1.89275
H -0.00787 -2.79238 0.79175
O -0.61587 0.39062 1.93675
O 2.25713 -0.32238 -0.51625
O 0.63913 2.01862 -0.63625
H -1.10987 -0.29737 2.32975
*
```

Results
Energy relative to the best compared isomer or geometry (same formula, charge and spin) ... 0.476 eV
Lowest unoccupied orbital energy ... -3.349 eV
Calculated total energy ... -389.598804 a.u.
Kohn-Sham gap ... 12.086 eV

How positive or negative is each atom? The Mulliken charges in e answer that:
1 H 0.299
2 H 0.306
3 O -0.534
4 H 0.313
5 H 0.289
6 H 0.314
7 O -0.582
8 Li 0.887
9 H 0.277
10 H 0.264
11 H 0.331
12 H 0.307
13 O -0.629
14 O -0.605
15 O -0.550
16 H 0.313

=====

No. 5
Molecular formula: C6H10ClN
Method: DFT, the ωB97M-V functional and the def2-TZVPD basis

```
! RIJCOSX wB97M-V def2-TZVPD def2/J DEFGRID3
* xyz 0 1
C -0.61314 1.81505 0.39481
C 0.08749 -0.88761 -0.75657
Cl 1.59205 2.15122 2.13582
H -1.88800 -0.89126 0.02420
H -0.04642 -0.19511 -1.64082
H 1.86928 1.19837 -1.02875
C 1.46893 -0.56314 -0.22312
H 0.07510 -1.96130 -0.97805
C 0.77967 1.46133 0.79576
C -0.77976 0.56951 1.14937
H -0.85049 2.00381 -0.69093
H -1.11136 0.62043 2.11938
H -1.12936 2.65911 0.97987
H 1.76011 -1.06629 0.73583
N 1.68751 0.83537 -0.09847
C -0.95378 -0.79966 0.39227
H -0.76298 -1.67749 1.07960
H 2.01058 -1.04089 -1.09593
*
```

Results
Energy relative to the best compared isomer or geometry (same formula, charge and spin) ... 2.358 eV
Lowest unoccupied orbital energy ... 1.041 eV
Calculated total energy ... -749.469791 a.u.
Structure (SMILES) ... Cl[C@]12C[C@H]1CCCN2
Kohn-Sham gap ... 9.516 eV

How positive or negative is each atom? The Mulliken charges in e answer that:
1 C -0.473
2 C -0.528
3 Cl -0.203
4 H 0.390
5 H 0.239
6 H 0.312
7 C -0.753
8 H 0.410
9 C 0.297
10 C -0.482
11 H 0.207
12 H 0.516
13 H 0.256
14 H 0.320
15 N -0.300
16 C -0.865
17 H 0.342
18 H 0.316

=====

No. 6
Molecular formula: C6H8N
Method: DFT, the ωB97M-V functional and the def2-TZVPD basis

```
! RIJCOSX wB97M-V def2-TZVPD def2/J DEFGRID3
* xyz 1 1
C -1.26756 -0.16638 1.94568
H 0.01425 2.03570 -0.61552
H -2.28685 -0.17639 -0.63958
H 1.49779 1.17304 -0.51311
H 0.81000 -0.77159 2.29754
C -1.53939 -0.61389 0.00608
H -0.35057 -1.99050 -1.32531
C -0.40842 -1.45384 -0.39253
H 0.20320 0.67898 -1.83929
C 0.44710 1.07516 -0.78900
N -2.18036 -0.61757 1.33957
C 0.18363 0.03689 1.88921
H 0.53351 0.98699 1.81770
H -0.27373 -2.22064 0.34845
C -0.10222 -0.05335 0.02637
*
```

Results
Energy relative to the best compared isomer or geometry (same formula, charge and spin) ... 6.390 eV
Lowest unoccupied orbital energy ... -6.340 eV
Calculated total energy ... -287.721420 a.u.
Kohn-Sham gap ... 9.054 eV

How positive or negative is each atom? The Mulliken charges in e answer that:
1 C 0.513
2 H 0.359
3 H 0.387
4 H 0.385
5 H 0.331
6 C -0.013
7 H 0.334
8 C -0.855
9 H 0.328
10 C -1.209
11 N -0.309
12 C -0.619
13 H 0.422
14 H 0.249
15 C 0.695